{"formula": "C16H24AsCl2N2O4Pb", "method": "the ωB97M-V functional and the def2-TZVPD basis", "elements": ["Pb", "C", "As", "C", "C", "O", "H", "H", "H", "H", "H", "H", "H", "H", "H", "Cl", "C", "Cl", "H", "H", "N", "C", "N", "C", "C", "O", "C", "C", "H", "H", "H", "H", "H", "H", "H", "H", "O", "C", "O", "C", "C", "C", "C", "C", "C", "H", "H", "H", "H", "H"], "xyz": [[-2.01559, 1.07369, 0.57207], [-4.80063, -0.40675, -2.07740], [-3.22958, -1.46805, -1.84395], [-3.78978, -3.21632, -1.34172], [-2.32004, -1.60608, -3.51100], [-2.21328, -0.77562, -0.70150], [-5.50405, -0.91123, -2.73839], [-4.51913, 0.55166, -2.50213], [-5.25877, -0.26031, -1.10433], [-4.39386, -3.62393, -2.15196], [-4.37764, -3.15381, -0.43038], [-2.91692, -3.84032, -1.17067], [-2.94113, -2.14367, -4.22642], [-1.39329, -2.14810, -3.33995], [-2.09439, -0.60884, -3.88074], [-2.52539, -2.71023, 2.04757], [-2.47087, -4.37361, 2.65665], [-1.92501, -5.51330, 1.42268], [-3.46574, -4.65147, 2.96450], [-1.77857, -4.40614, 3.48295], [-0.31648, 0.07889, 1.79621], [0.73022, -0.14836, 2.23395], [1.89843, -0.42575, 2.75948], [3.09073, 0.42182, 2.46324], [4.31505, -0.45264, 2.55063], [4.38150, -1.12415, 3.80016], [3.28863, -2.00333, 3.97763], [1.97610, -1.24982, 3.98842], [3.14520, 1.21963, 3.20493], [2.97153, 0.86067, 1.48203], [5.20380, 0.16468, 2.47707], [4.31833, -1.17984, 1.73243], [3.42692, -2.49378, 4.93517], [3.27537, -2.76067, 3.18623], [1.92042, -0.60020, 4.86353], [1.13912, -1.94352, 4.00068], [1.31280, 1.96282, 0.16768], [0.57070, 2.41145, -0.69332], [-0.70013, 2.08342, -0.80475], [1.06854, 3.40458, -1.69977], [0.36409, 3.67636, -2.86933], [0.85542, 4.60508, -3.77500], [2.04372, 5.27470, -3.50670], [2.74686, 5.00524, -2.33886], [2.26281, 4.06613, -1.44083], [-0.56413, 3.15385, -3.06027], [0.31156, 4.81102, -4.68811], [2.42107, 6.00947, -4.20845], [3.67414, 5.52632, -2.13198], [2.80131, 3.83839, -0.52799]], "forces_ev_per_angstrom": [[-0.20, 0.17, -0.08], [-0.01, -0.02, -0.03], [0.10, 0.10, 0.00], [-0.01, -0.04, 0.06], [0.06, 0.02, -0.05], [-0.05, 0.01, -0.01], [0.02, 0.01, -0.01], [-0.01, 0.11, -0.05], [-0.09, 0.03, 0.09], [0.00, -0.03, 0.02], [-0.02, -0.03, 0.05], [0.03, -0.04, 0.03], [0.01, 0.02, 0.00], [0.04, -0.02, -0.03], [0.01, 0.02, -0.02], [0.03, 0.03, -0.03], [0.02, -0.01, -0.11], [-0.01, 0.03, -0.01], [-0.16, -0.06, 0.05], [0.10, -0.01, 0.11], [0.32, -0.30, 0.10], [0.52, -0.03, 0.43], [-0.27, 0.13, -0.26], [-0.44, -0.15, 0.23], [0.03, -0.20, 0.11], [-0.07, 0.03, -0.05], [0.12, 0.11, -0.12], [-0.06, 0.20, -0.21], [-0.04, 0.04, 0.07], [-0.08, 0.08, -0.22], [0.13, 0.04, -0.01], [0.01, -0.06, -0.04], [0.05, -0.09, 0.10], [0.03, -0.03, -0.05], [-0.01, 0.06, 0.02], [-0.08, -0.01, -0.01], [-0.13, 0.06, 0.00], [0.08, -0.14, 0.15], [0.11, 0.07, -0.26], [-0.15, -0.06, -0.02], [0.01, 0.02, 0.04], [0.03, -0.01, 0.04], [-0.02, -0.02, 0.00], [0.00, 0.00, -0.03], [0.13, 0.03, 0.03], [0.01, 0.04, 0.00], [0.01, 0.00, 0.02], [-0.02, -0.05, 0.03], [-0.06, -0.02, 0.00], [-0.05, 0.02, -0.08]], "lowdin_charge": [1.353, -0.193, 0.991, -0.206, -0.185, -0.730, 0.053, 0.048, 0.046, 0.053, 0.034, 0.032, 0.052, 0.053, 0.050, 0.512, -0.996, 0.524, 0.026, 0.023, 0.047, -0.206, -0.048, -0.080, -0.179, -0.113, -0.188, -0.092, 0.140, 0.113, 0.135, 0.134, 0.133, 0.132, 0.137, 0.130, 0.026, -0.567, -0.315, -0.146, -0.029, -0.074, -0.076, -0.069, -0.022, 0.107, 0.104, 0.107, 0.107, 0.116], "homo_lumo_gap_ev": 8.89, "de_lowest_kcal_mol": 0.00, "total_charge": 1, "lumo_ev": -2.34}

{"formula": "C3H3BrO", "method": "the ωB97M-V functional and the def2-TZVPD basis", "elements": ["C", "C", "C", "O", "Br", "H", "H", "H"], "xyz": [[-0.15030, 0.09183, 0.40298], [-1.31379, 0.48497, -0.00650], [1.13091, -0.43540, 0.04903], [-1.90278, -0.38962, -0.65745], [-2.27319, 2.08297, 0.57509], [0.95901, -0.99979, -0.81294], [1.63491, -1.07649, 0.82668], [1.91522, 0.24154, -0.37689]], "forces_ev_per_angstrom": [[2.28, -0.79, 0.91], [-2.97, 0.82, -0.85], [1.99, 0.68, 1.72], [0.24, 0.09, 0.04], [0.58, -0.22, -0.10], [-0.63, -1.40, -1.55], [-0.67, 0.65, -0.71], [-0.82, 0.16, 0.54]], "lowdin_charge": [0.055, -0.960, -0.073, -0.004, 0.682, 0.082, 0.100, 0.117], "homo_lumo_gap_ev": [7.86, 7.86], "de_lowest_kcal_mol": 71.01, "lumo_ev": [-1.36, -1.36]}

{"formula": "C3H3F2N5O2", "method": "the ωB97M-V functional and the def2-TZVPD basis", "elements": ["C", "C", "C", "N", "N", "N", "N", "N", "O", "O", "F", "F", "H", "H", "H"], "xyz": [[-0.31842, -0.82476, -0.66437], [1.06115, 1.27483, -0.72683], [-1.19711, -0.49926, 1.13286], [-0.56023, -1.84641, -1.41962], [0.06789, -1.53322, -2.50947], [0.70495, -0.41478, -2.46713], [0.48863, 0.07989, -1.30604], [-0.21479, -0.14926, 2.22663], [-0.16485, 1.01967, 2.52464], [0.48722, -1.04420, 2.58366], [-1.93530, 0.60492, 0.78351], [-2.02601, -1.49799, 1.36644], [1.49942, 1.12960, 0.22110], [1.78004, 1.77371, -1.32303], [0.32741, 1.92725, -0.42235]], "forces_ev_per_angstrom": [[-0.99, 1.46, 4.84], [0.40, -0.63, -0.12], [-0.51, 0.59, -5.89], [-0.73, 0.67, 1.86], [1.15, -1.06, -3.83], [0.56, -0.45, -1.81], [-1.30, -0.23, 3.55], [-0.28, 0.53, -0.60], [0.01, -0.15, 0.18], [0.32, -0.69, 0.46], [0.90, -1.23, 1.09], [1.17, 0.56, 0.48], [1.04, -1.17, 0.98], [0.43, 0.09, -1.03], [-2.17, 1.72, -0.15]], "lowdin_charge": [-0.093, 0.018, -0.261, 0.056, -0.056, 0.046, -0.133, -0.345, 0.124, 0.145, 0.089, 0.174, 0.077, 0.094, 0.066], "homo_lumo_gap_ev": 9.33, "de_lowest_kcal_mol": 55.97, "lumo_ev": -1.49}

{"formula": "C30H38BrN3ORuSi3", "method": "the ωB97M-V functional and the def2-TZVPD basis", "elements": ["Ru", "Br", "C", "C", "C", "C", "O", "C", "C", "N", "C", "C", "C", "C", "C", "C", "C", "C", "N", "C", "C", "H", "H", "H", "H", "H", "H", "H", "H", "H", "H", "C", "Si", "C", "C", "C", "Si", "C", "C", "C", "Si", "C", "C", "C", "C", "C", "C", "C", "N", "H", "H", "H", "H", "H", "H", "H", "H", "H", "H", "H", "H", "H", "H", "H", "H", "H", "H", "H", "H", "H", "H", "H", "H", "H", "H", "H", "H"], "xyz": [[0.25791, -0.61174, 0.12825], [5.10275, -1.31865, 5.86986], [3.99538, -0.85571, 4.41342], [3.99642, 0.46348, 3.92705], [3.19846, 0.81961, 2.87347], [2.35669, -0.12193, 2.24386], [1.60695, 0.27035, 1.25283], [2.36287, -1.44601, 2.73546], [1.54331, -2.47960, 2.20533], [0.74297, -2.40396, 1.19484], [-0.06190, -3.52963, 0.84094], [0.00501, -4.78154, 1.38888], [-0.88504, -5.79666, 0.98832], [-1.82885, -5.55621, 0.03462], [-1.90443, -4.28363, -0.57177], [-2.84223, -3.98012, -1.58843], [-2.85726, -2.73600, -2.12825], [-1.93255, -1.77993, -1.66691], [-1.04072, -2.01438, -0.73841], [-1.01514, -3.27448, -0.16744], [3.19521, -1.78825, 3.83177], [4.63175, 1.20464, 4.39369], [3.19257, 1.83706, 2.51000], [1.60249, -3.42229, 2.74611], [0.75073, -5.02270, 2.13364], [-0.81274, -6.77249, 1.44825], [-2.51696, -6.33127, -0.27664], [-3.52733, -4.74742, -1.92745], [-3.55501, -2.45974, -2.90600], [-1.91675, -0.79604, -2.09101], [3.19657, -2.80765, 4.19806], [1.39689, 3.90350, -1.69957], [1.36542, 2.39301, -0.57794], [0.99964, 3.15314, 1.10575], [3.10793, 1.68736, -0.68142], [0.03742, 1.11951, -1.16992], [0.24712, 0.89924, -3.05365], [2.04505, 0.93922, -3.58222], [-0.68807, 2.27403, -3.91575], [-0.33440, -0.68057, -3.91345], [-1.61489, 1.66793, -0.56028], [-1.92210, 3.51496, -0.71094], [-3.23455, 0.99498, -1.26637], [-1.76258, 1.11845, 1.23407], [-2.58720, 1.69732, 2.18826], [-2.71909, 1.11314, 3.43647], [-2.00981, -0.04325, 3.71945], [-1.19276, -0.58020, 2.74584], [-1.08095, -0.02201, 1.53590], [2.16149, 4.58161, -1.30536], [0.45079, 4.44607, -1.70553], [1.66478, 3.68235, -2.73197], [1.94199, 3.51019, 1.53244], [0.54433, 2.47493, 1.82683], [0.36135, 4.02989, 1.00430], [3.67181, 1.92567, 0.22300], [3.64606, 2.12536, -1.52251], [3.12551, 0.60363, -0.79594], [2.54568, 1.88600, -3.39529], [2.08211, 0.75542, -4.65882], [2.62879, 0.15304, -3.09692], [-0.32815, 3.26267, -3.63271], [-1.76064, 2.23260, -3.70717], [-0.56165, 2.17306, -4.99786], [-0.04472, -1.60320, -3.40626], [0.16888, -0.67730, -4.88325], [-1.40696, -0.71516, -4.11579], [-1.82278, 3.80620, -1.75913], [-1.24694, 4.13421, -0.12607], [-2.94393, 3.75879, -0.40522], [-3.26145, 1.00585, -2.36013], [-4.01812, 1.67279, -0.92030], [-3.50141, -0.00476, -0.92519], [-3.12384, 2.60489, 1.94361], [-3.37030, 1.54989, 4.18252], [-2.08350, -0.52952, 4.68151], [-0.61340, -1.47209, 2.92661]], "forces_ev_per_angstrom": [[0.58, 0.07, 0.15], [0.00, 0.02, -0.01], [0.09, 0.09, 0.06], [0.00, -0.03, 0.01], [0.00, 0.09, 0.01], [-0.13, -0.01, -0.09], [0.23, -0.01, -0.05], [-0.03, -0.09, 0.11], [0.28, -0.17, 0.09], [-0.48, -0.25, -0.03], [0.12, 0.36, 0.01], [0.06, -0.26, 0.09], [0.10, 0.03, 0.08], [-0.03, 0.03, -0.08], [-0.02, -0.06, -0.07], [0.01, -0.12, 0.04], [0.00, 0.14, -0.05], [-0.06, -0.02, -0.17], [-0.12, -0.32, 0.33], [0.00, 0.21, -0.08], [-0.09, -0.06, -0.09], [0.00, -0.02, 0.01], [-0.02, -0.01, -0.01], [0.10, 0.01, -0.04], [-0.05, -0.03, 0.00], [0.02, 0.01, 0.00], [0.00, 0.01, -0.01], [0.00, 0.01, 0.04], [0.02, 0.02, 0.00], [-0.03, 0.02, -0.03], [-0.03, 0.01, -0.01], [-0.05, 0.04, -0.06], [-0.05, 0.10, -0.34], [-0.02, -0.08, 0.13], [0.07, 0.00, 0.10], [-0.27, -0.85, 0.57], [0.12, 0.24, 0.04], [0.08, 0.02, 0.01], [-0.01, 0.04, -0.12], [-0.10, -0.10, 0.14], [-0.22, 0.98, -0.72], [-0.15, 0.04, 0.26], [0.04, -0.20, -0.10], [0.11, -0.40, 0.35], [0.05, -0.09, 0.02], [-0.04, 0.01, 0.08], [-0.04, 0.02, -0.01], [0.02, -0.02, -0.01], [-0.13, 0.46, -0.52], [-0.02, -0.02, 0.01], [0.05, 0.02, 0.00], [0.03, 0.05, 0.02], [-0.01, -0.04, -0.01], [0.05, 0.03, 0.04], [0.03, 0.00, 0.03], [-0.02, -0.02, -0.01], [0.00, -0.01, 0.02], [0.05, 0.01, -0.01], [0.03, -0.03, -0.01], [-0.01, 0.01, 0.01], [0.00, 0.00, -0.04], [-0.04, -0.01, -0.01], [0.02, 0.00, -0.03], [-0.03, 0.00, 0.02], [0.03, -0.02, -0.06], [-0.02, 0.02, 0.01], [0.02, -0.01, -0.01], [-0.02, -0.03, 0.02], [-0.02, 0.03, -0.06], [0.03, 0.01, -0.02], [-0.02, 0.00, 0.03], [0.01, 0.00, -0.01], [-0.07, 0.04, 0.03], [0.01, -0.01, -0.02], [0.03, 0.01, 0.00], [0.02, 0.00, -0.01], [-0.06, 0.04, 0.03]], "lowdin_charge": [1.337, 0.770, -0.693, -0.081, 0.012, -0.301, -0.252, -0.131, -0.075, -0.031, -0.186, 0.007, -0.042, -0.011, -0.138, 0.026, -0.006, -0.159, -0.001, -0.135, -0.079, 0.114, 0.104, 0.124, 0.111, 0.118, 0.125, 0.132, 0.126, 0.041, 0.114, -0.176, 0.423, -0.169, -0.177, -0.545, 0.411, -0.183, -0.166, -0.185, 0.427, -0.161, -0.161, -0.262, -0.032, -0.028, -0.026, -0.086, -0.057, 0.050, 0.023, 0.018, 0.039, 0.023, 0.024, 0.028, 0.035, 0.026, 0.012, 0.042, 0.039, 0.019, 0.024, 0.047, 0.029, 0.042, 0.033, 0.035, 0.013, 0.039, 0.039, 0.044, 0.024, 0.118, 0.121, 0.118, 0.106], "homo_lumo_gap_ev": [6.94, 6.73], "multiplicity": 2, "total_charge": 1, "lumo_ev": [-3.74, -3.88], "s_squared": 0.756}